This record from the Open Molecules 2025 dataset describes a structure of composition C30H30IrN3O5Se2Te3. The level of theory is the ωB97M-V functional and the def2-TZVPD basis.

Results
**HOMO-LUMO gap (alpha / beta)**: 0.2275 / 0.1832 Eh
**E_HOMO (alpha / beta)**: -4.452 / -4.309 eV
**Spin multiplicity**: 2
**LUMO level (alpha / beta)**: 1.739 / 0.676 eV
**⟨S²⟩**: 0.768
**Calculated total energy**: -7413.09958 a.u.
**Net charge**: -1

XYZ file:
```
74
C30H30IrN3O5Se2Te3 (the ωB97M-V functional and the def2-TZVPD basis)
H 0.697 4.171 5.795
H -3.687 1.408 2.569
H 3.266 4.499 0.074
C -0.561 -0.048 -3.827
H -1.492 6.436 -3.350
C 2.245 7.867 -2.571
C 1.784 3.004 1.614
N -0.868 1.481 0.022
C 2.032 3.183 2.977
H -4.827 4.560 -1.070
H -6.177 4.535 1.003
H -2.889 3.032 -1.297
H 2.483 10.008 -2.499
C -1.029 5.557 1.169
C 1.127 5.450 -1.624
C -5.020 2.978 1.920
C 2.514 5.673 -1.564
H 4.120 7.024 -1.982
H 2.553 9.331 -4.122
H -0.229 5.563 3.695
C 0.880 7.637 -2.630
C 2.835 9.154 -3.082
H 3.678 2.207 0.996
C 2.616 1.963 0.915
H -1.555 5.371 -1.941
H 2.025 5.262 5.413
H 2.325 3.528 5.563
C 0.310 6.449 -2.172
C -1.191 6.328 -2.305
H -0.617 6.296 0.479
H 2.793 2.567 3.447
Ir -0.262 -0.544 0.428
H -1.743 4.949 0.612
C 1.612 4.272 5.208
O 1.479 -0.004 -5.863
C 1.813 -0.146 -4.711
O 1.705 -0.890 -0.103
C 0.918 -0.459 -2.249
H -1.107 0.164 -4.730
C -4.578 3.877 -0.267
H 3.181 -0.398 -3.356
C -3.170 2.147 0.631
Se -1.183 -2.852 0.276
H 0.230 8.402 -3.046
C 0.794 -0.215 -3.630
C -5.336 3.862 0.896
H 4.493 4.970 -1.111
H 3.337 3.682 -1.478
C 2.058 -0.689 -1.317
H -1.692 7.116 -1.737
O 3.079 -0.245 -4.342
N -1.161 -0.190 -2.631
C 0.796 3.780 1.002
O -2.158 0.001 0.987
H -5.616 2.959 2.823
H -2.134 -0.109 -2.383
H -1.569 6.085 1.957
N -0.269 -0.439 -1.679
Te 0.302 3.500 -1.046
O 3.213 -0.681 -1.745
Se 0.217 -0.514 2.818
C -3.495 3.021 -0.400
Te -1.855 -1.345 3.976
H 2.470 0.985 1.376
C 1.332 4.096 3.740
H 2.372 1.871 -0.139
C 3.457 4.650 -0.990
C 0.063 4.709 1.762
C -3.944 2.114 1.787
Te -2.940 -2.969 2.036
C 3.047 6.870 -2.033
C 0.348 4.852 3.112
C -2.022 1.215 0.525
H 3.923 9.136 -3.026
```

The molecule's Mulliken atomic charges, reported in e, are given here: 0.364 0.341 0.051 -0.675 0.516 0.865 0.807 0.049 -0.945 0.415 0.382 0.345 0.322 -1.173 -0.624 -0.522 0.870 0.240 0.350 0.354 -0.846 -1.594 0.543 -1.900 -0.137 0.322 0.353 1.497 -1.671 0.125 0.284 1.901 0.041 -1.635 -0.635 0.441 -0.710 -0.311 0.530 -0.569 0.422 0.133 -0.352 0.386 0.631 -0.497 0.397 0.145 1.307 0.373 -0.575 -0.296 0.540 -0.630 0.397 0.161 0.461 -0.202 0.325 -0.876 -0.222 -0.052 -0.241 0.555 0.954 -0.144 -0.950 0.868 -0.493 -0.138 -0.987 -0.975 -0.125 0.338